Record 1
{
  "formula": "C23H23CeN2O",
  "method": "ωB97M-V/def2-TZVPD",
  "elements": ["Ce", "C", "C", "C", "C", "N", "C", "C", "C", "C", "C", "C", "C", "H", "H", "H", "H", "H", "H", "H", "H", "C", "C", "C", "C", "C", "C", "C", "C", "C", "C", "H", "H", "H", "H", "H", "H", "H", "H", "H", "H", "H", "H", "N", "C", "C", "O", "H", "H", "H"],
  "xyz": [[-0.495, -0.815, -0.836], [-3.439, -2.910, 2.630], [-2.814, -2.705, 3.851], [-1.553, -2.143, 3.887], [-0.918, -1.794, 2.687], [-1.543, -1.987, 1.513], [-2.761, -2.522, 1.486], [0.436, -1.173, 2.629], [1.218, -1.083, 3.789], [2.446, -0.446, 3.738], [2.876, 0.119, 2.542], [2.095, 0.012, 1.399], [0.860, -0.662, 1.390], [-4.433, -3.331, 2.553], [-3.311, -2.969, 4.779], [-1.068, -1.954, 4.833], [-3.214, -2.616, 0.507], [0.892, -1.509, 4.732], [3.058, -0.374, 4.632], [3.817, 0.660, 2.507], [2.447, 0.494, 0.490], [1.374, 2.360, -4.241], [0.435, 1.775, -3.208], [-0.997, 1.825, -3.700], [0.900, 0.596, -2.371], [0.719, 2.005, -1.738], [-0.428, 2.185, -0.774], [-0.224, 2.664, 0.502], [0.997, 3.168, 0.955], [2.018, 3.282, -0.026], [1.898, 2.814, -1.297], [1.283, 1.806, -5.184], [2.415, 2.301, -3.927], [1.148, 3.414, -4.455], [-1.061, 1.416, -4.717], [-1.382, 2.852, -3.728], [-1.686, 1.244, -3.085], [1.963, 0.376, -2.556], [-1.448, 1.952, -1.076], [-1.087, 2.685, 1.167], [1.128, 3.540, 1.962], [2.945, 3.794, 0.235], [2.719, 2.964, -1.990], [-4.281, -0.328, -0.892], [-3.125, -0.431, -0.967], [-0.160, -4.137, -2.134], [-0.321, -2.841, -1.709], [0.668, -4.644, -1.607], [0.064, -4.187, -3.215], [-1.069, -4.742, -1.964]],
  "mulliken_spin": [1.004, 0.000, 0.000, 0.000, 0.000, 0.001, 0.000, -0.022, -0.001, 0.001, 0.000, -0.001, 0.017, 0.000, 0.000, 0.000, 0.000, 0.000, 0.000, 0.000, 0.000, 0.000, -0.005, -0.001, 0.005, -0.002, 0.006, -0.002, -0.001, 0.001, -0.001, 0.000, 0.000, 0.000, 0.000, 0.000, 0.002, 0.000, -0.002, -0.001, 0.000, 0.000, 0.000, 0.002, 0.001, 0.000, 0.000, 0.000, 0.000, 0.000],
  "multiplicity": 2,
  "largest_force_ev_per_a": 0.55,
  "s_squared": 0.751,
  "energy_ha": -1550.0260,
  "homo_lumo_gap_ha": [0.128, 0.128],
  "mol_weight_da": 483.6,
  "charge": -2
}



Record 2
{
  "formula": "C3H6OS2",
  "method": "ωB97M-V/def2-TZVPD",
  "elements": ["C", "C", "C", "O", "S", "S", "H", "H", "H", "H", "H", "H"],
  "xyz": [[-0.858, 0.406, -0.069], [0.160, 1.583, -0.031], [1.248, -1.581, 0.006], [-3.215, -0.490, -0.099], [-2.501, 0.762, 0.054], [-0.591, -1.292, 0.040], [-0.437, 2.471, 0.221], [0.798, 1.481, 0.858], [0.565, 1.674, -1.100], [1.109, -2.621, 0.377], [1.863, -1.000, 0.663], [1.860, -1.394, -0.921]],
  "nbo_charge": [-0.489, -0.662, -0.754, -0.943, 1.073, 0.378, 0.230, 0.234, 0.243, 0.239, 0.219, 0.231],
  "largest_force_ev_per_a": 3.19,
  "energy_ha": -989.4477,
  "homo_lumo_gap_ha": 0.303,
  "mol_weight_da": 122.2
}



Record 3
{
  "formula": "C24H18F3GeNNiO2S",
  "method": "ωB97M-V/def2-TZVPD",
  "elements": ["Ni", "F", "C", "F", "F", "C", "C", "C", "C", "N", "C", "S", "H", "H", "H", "C", "C", "C", "C", "C", "C", "Ge", "C", "C", "C", "C", "C", "C", "C", "C", "C", "C", "C", "C", "H", "H", "H", "H", "H", "H", "H", "H", "H", "H", "H", "H", "H", "H", "H", "O", "O"],
  "xyz": [[1.387, -0.846, -0.262], [-3.715, 0.327, 0.237], [-3.482, -0.096, -1.020], [-4.636, -0.542, -1.516], [-3.102, 0.968, -1.735], [-2.425, -1.173, -1.035], [-2.732, -2.475, -1.405], [-1.741, -3.446, -1.426], [-0.454, -3.090, -1.076], [-0.170, -1.840, -0.713], [-1.118, -0.897, -0.677], [-0.365, 0.632, -0.160], [-3.747, -2.724, -1.684], [-1.964, -4.462, -1.716], [0.367, -3.794, -1.077], [4.216, 0.019, 2.987], [3.677, 1.126, 2.343], [2.310, 1.204, 2.132], [1.467, 0.176, 2.560], [2.017, -0.925, 3.216], [3.388, -1.002, 3.428], [-0.430, 0.354, 2.226], [-1.562, -1.190, 2.470], [-1.097, -2.499, 2.331], [-1.952, -3.574, 2.520], [-3.284, -3.351, 2.845], [-3.756, -2.055, 2.993], [-2.898, -0.979, 2.814], [-1.107, 1.985, 2.988], [-2.212, 2.673, 2.488], [-2.673, 3.812, 3.130], [-2.036, 4.268, 4.277], [-0.933, 3.593, 4.777], [-0.463, 2.458, 4.132], [5.283, -0.043, 3.150], [4.322, 1.929, 2.010], [1.902, 2.081, 1.638], [1.380, -1.721, 3.583], [3.806, -1.858, 3.941], [-0.059, -2.690, 2.077], [-1.578, -4.586, 2.425], [-3.950, -4.190, 2.999], [-4.789, -1.879, 3.262], [-3.272, 0.028, 2.955], [-2.712, 2.334, 1.590], [-3.527, 4.345, 2.734], [-2.397, 5.157, 4.777], [-0.433, 3.952, 5.667], [0.410, 1.947, 4.523], [3.197, -0.446, -0.233], [2.991, -1.696, -0.420]],
  "mulliken_spin": [-0.097, 0.000, -0.001, 0.000, 0.000, 0.000, 0.001, 0.000, 0.001, -0.017, 0.009, -0.004, 0.000, 0.000, 0.001, -0.008, 0.006, 0.002, 0.001, -0.008, 0.012, 0.006, -0.002, -0.001, 0.001, 0.000, 0.001, 0.000, 0.001, -0.001, 0.000, 0.000, 0.001, -0.001, 0.000, 0.000, 0.001, -0.001, 0.000, 0.000, 0.000, 0.000, 0.000, 0.000, -0.001, 0.000, 0.000, 0.000, 0.000, 0.549, 0.552],
  "multiplicity": 2,
  "largest_force_ev_per_a": 0.38,
  "s_squared": 0.801,
  "energy_ha": -5413.3313,
  "homo_lumo_gap_ha": [0.315, 0.290],
  "mol_weight_da": 572.8,
  "charge": 1
}



Record 4
{
  "formula": "C4H10O2",
  "method": "ωB97M-V/def2-TZVPD",
  "elements": ["C", "C", "C", "O", "C", "O", "H", "H", "H", "H", "H", "H", "H", "H", "H", "H"],
  "xyz": [[1.783, 0.098, 0.033], [0.352, 0.501, 0.160], [-0.799, -1.431, 0.432], [0.032, 1.125, 1.262], [-0.570, 0.888, -0.977], [-1.819, 0.830, -0.412], [2.266, 0.750, -0.704], [2.296, 0.199, 0.992], [1.871, -0.929, -0.326], [-0.067, -1.940, -0.202], [-0.518, -1.537, 1.483], [-1.739, -1.989, 0.290], [-0.933, 1.345, 1.087], [-0.291, 1.919, -1.255], [-0.409, 0.235, -1.850], [-1.477, -0.327, 0.072]],
  "nbo_charge": [-0.711, 0.614, -0.982, -0.653, -0.176, -0.790, 0.248, 0.242, 0.250, 0.205, 0.213, 0.250, 0.517, 0.211, 0.173, 0.389],
  "largest_force_ev_per_a": 0.27,
  "energy_ha": -308.7590,
  "homo_lumo_gap_ha": 0.341,
  "mol_weight_da": 90.1
}



Record 5
{
  "formula": "C32H34AsClRu",
  "method": "ωB97M-V/def2-TZVPD",
  "elements": ["C", "C", "C", "C", "Cl", "H", "H", "H", "H", "H", "H", "H", "H", "H", "C", "C", "C", "H", "C", "C", "H", "H", "H", "H", "C", "C", "C", "H", "C", "C", "H", "H", "H", "H", "Ru", "C", "C", "C", "C", "C", "C", "As", "C", "C", "C", "C", "C", "C", "C", "C", "C", "C", "C", "C", "H", "H", "H", "H", "H", "H", "H", "H", "H", "H", "H", "H", "H", "H", "H"],
  "xyz": [[2.918, 5.401, -1.933], [2.146, 5.654, -3.252], [2.933, 6.657, -1.034], [4.349, 4.891, -2.233], [2.027, 4.110, -1.036], [3.406, 7.563, -1.390], [3.447, 6.353, -0.105], [1.873, 6.889, -0.825], [2.504, 6.427, -3.933], [1.117, 5.936, -2.967], [2.145, 4.710, -3.819], [5.045, 5.545, -2.759], [4.248, 3.976, -2.838], [4.807, 4.658, -1.255], [-1.851, 1.249, 1.161], [-1.243, 2.185, 2.089], [-1.033, 3.429, 1.360], [-1.235, 2.087, 3.176], [-1.354, 3.138, -0.034], [-1.888, 1.832, -0.104], [-2.293, 1.373, -0.985], [-2.271, 0.270, 1.421], [-0.829, 4.392, 1.781], [-1.285, 3.840, -0.863], [2.053, 0.123, 1.387], [1.084, 0.516, 2.371], [1.448, 1.825, 2.845], [0.328, -0.140, 2.769], [2.582, 2.266, 2.052], [2.927, 1.215, 1.158], [3.727, 1.228, 0.424], [2.084, -0.856, 0.895], [1.039, 2.350, 3.689], [3.103, 3.190, 2.184], [0.510, 2.153, 1.141], [0.237, -6.401, -1.836], [1.064, -5.368, -2.276], [0.767, -4.059, -1.920], [-0.299, -3.825, -1.034], [-1.169, -4.843, -0.650], [-0.890, -6.148, -1.017], [-0.590, -2.005, -0.331], [-2.513, -1.863, -0.904], [-2.692, -1.338, -2.182], [-3.979, -1.285, -2.722], [-5.081, -1.732, -1.964], [-4.873, -2.220, -0.671], [-3.573, -2.290, -0.133], [-0.520, -2.658, 1.571], [-1.472, -2.381, 2.536], [-1.337, -3.007, 3.804], [-0.259, -3.823, 4.080], [0.750, -4.031, 3.116], [0.612, -3.453, 1.863], [0.461, -7.444, -2.155], [1.931, -5.570, -2.903], [1.323, -3.204, -2.311], [-2.052, -4.630, -0.086], [-1.522, -6.978, -0.703], [-1.860, -0.978, -2.774], [-4.154, -0.892, -3.734], [-6.095, -1.682, -2.379], [-5.720, -2.550, -0.072], [-3.432, -2.679, 0.866], [-2.302, -1.702, 2.321], [-2.123, -2.810, 4.535], [-0.176, -4.275, 5.062], [1.598, -4.659, 3.352], [1.374, -3.656, 1.108]],
  "mulliken_spin": [0.014, 0.001, 0.001, 0.001, -0.031, 0.000, 0.000, 0.000, 0.001, 0.000, 0.000, 0.001, 0.000, 0.000, 0.230, -0.161, -0.004, 0.008, 0.297, -0.068, -0.004, 0.097, 0.040, 0.020, 0.169, -0.063, 0.003, 0.013, 0.270, -0.049, 0.000, 0.011, -0.005, 0.028, 2.182, 0.253, 0.088, 0.054, 0.243, 0.145, 0.024, 0.020, 0.058, 0.018, -0.012, 0.034, -0.004, -0.001, 0.042, -0.008, 0.011, -0.003, 0.008, 0.017, -0.002, 0.004, 0.002, 0.007, 0.004, -0.002, 0.000, 0.000, 0.000, 0.001, 0.002, 0.000, 0.000, 0.001, -0.007],
  "multiplicity": 5,
  "largest_force_ev_per_a": 5.03,
  "s_squared": 6.052,
  "energy_ha": -4029.8522,
  "homo_lumo_gap_ha": [0.253, 0.149],
  "mol_weight_da": 630.1,
  "charge": 2
}



Record 6
{
  "formula": "C21H26N12PtS3",
  "method": "ωB97M-V/def2-TZVPD",
  "elements": ["Pt", "N", "C", "N", "C", "N", "C", "C", "N", "C", "C", "N", "H", "H", "H", "H", "H", "C", "N", "C", "C", "N", "C", "S", "C", "C", "C", "C", "C", "N", "H", "H", "H", "H", "H", "H", "H", "H", "H", "S", "C", "N", "C", "C", "N", "H", "H", "H", "H", "H", "H", "S", "C", "N", "C", "C", "N", "H", "H", "H", "H", "H", "H"],
  "xyz": [[0.203, -0.194, -0.284], [4.444, 0.759, 0.475], [3.563, -0.231, 0.404], [2.362, 0.284, 0.161], [2.604, 1.634, 0.103], [3.856, 1.947, 0.290], [1.535, 2.596, -0.140], [1.749, 3.972, -0.193], [0.747, 4.812, -0.391], [-0.470, 4.304, -0.536], [-0.697, 2.933, -0.490], [0.312, 2.084, -0.297], [5.444, 0.708, 0.634], [3.833, -1.268, 0.515], [2.745, 4.382, -0.069], [-1.288, 4.997, -0.693], [-1.693, 2.529, -0.613], [-5.056, -0.855, -1.001], [-4.094, -1.961, -0.850], [-4.417, -3.259, -0.866], [-3.254, -3.976, -0.692], [-2.221, -3.101, -0.574], [-2.739, -1.821, -0.674], [-2.069, -0.291, -0.625], [-0.846, -3.540, -0.390], [-0.601, -4.906, -0.368], [0.700, -5.353, -0.211], [1.713, -4.421, -0.087], [1.367, -3.085, -0.117], [0.115, -2.630, -0.258], [-6.043, -1.291, -1.121], [-4.804, -0.271, -1.883], [-5.035, -0.233, -0.110], [-5.427, -3.617, -0.992], [-3.156, -5.044, -0.652], [-1.377, -5.645, -0.475], [0.908, -6.415, -0.195], [2.747, -4.716, 0.025], [2.126, -2.324, -0.043], [0.816, -0.036, 3.236], [0.424, 0.204, 4.921], [0.222, 1.384, 5.465], [0.033, 1.280, 6.931], [0.101, -0.245, 7.168], [0.341, -0.770, 5.802], [0.278, 2.261, 4.971], [-0.933, 1.700, 7.201], [0.820, 1.826, 7.446], [-0.825, -0.651, 7.565], [0.928, -0.531, 7.813], [0.566, -1.733, 5.610], [1.187, -0.348, -2.602], [0.119, -0.113, -3.950], [-0.047, -1.018, -4.896], [-0.800, -0.492, -6.049], [-1.156, 0.940, -5.584], [-0.521, 1.005, -4.254], [0.435, -1.903, -4.889], [-1.682, -1.103, -6.230], [-0.177, -0.500, -6.940], [-2.228, 1.103, -5.507], [-0.729, 1.700, -6.235], [-0.425, 1.847, -3.712]],
  "mulliken_spin": [1.113, 0.004, 0.001, 0.081, 0.014, -0.002, -0.025, 0.001, -0.004, 0.006, 0.001, 0.136, 0.001, 0.001, 0.001, 0.001, 0.005, 0.004, 0.089, 0.108, 0.196, 0.070, -0.066, 0.663, -0.017, 0.017, -0.005, 0.011, -0.011, 0.127, 0.001, 0.000, 0.000, 0.001, 0.018, -0.001, 0.000, 0.000, 0.011, 1.071, -0.142, 0.036, 0.001, 0.002, 0.023, 0.001, 0.002, 0.000, 0.000, 0.001, 0.001, 0.387, 0.017, 0.033, -0.001, 0.001, 0.016, -0.004, 0.003, 0.000, 0.000, 0.001, 0.000],
  "multiplicity": 5,
  "largest_force_ev_per_a": 0.56,
  "s_squared": 6.038,
  "energy_ha": -2785.3766,
  "homo_lumo_gap_ha": [0.286, 0.186],
  "mol_weight_da": 737.8,
  "charge": 4
}